Entry 1:
Formula: CH10NOSSi2
Source: the OMol25 dataset
Level of theory: the ωB97M-V functional and the def2-TZVPD basis

Values from the calculation:
Kohn-Sham gap ... 7.122 eV
Calculated total energy ... -31317.6445 eV
Energy above the lowest of the compared OMol25 structures with the same formula, charge and spin ... 285.8 kJ/mol
E_LUMO ... -0.184 Ha

```
! RIJCOSX wB97M-V def2-TZVPD def2/J DEFGRID3
* xyz 1 1
C -1.1158 0.7793 0.0820
N -2.5480 0.3452 0.3067
O -0.9081 0.9819 -1.2662
Si 3.3950 0.2546 -0.0148
Si 0.2033 -0.4734 0.8370
S -0.0955 -1.9513 -0.7479
H -1.0169 1.7128 0.5214
H -2.5901 0.3349 1.3134
H -3.1822 0.9416 -0.2408
H -2.8746 -0.6221 0.0587
H -0.4192 0.2503 -1.7489
H 4.2626 -0.5568 1.0060
H 3.2280 -0.1214 -1.4259
H 3.5006 1.6922 0.0009
H -0.8052 -0.8796 1.9799
H 0.9661 -2.6883 -0.6614
*
```


Entry 2:
Formula: C4H10O2S
Source: the OMol25 dataset
Level of theory: the ωB97M-V functional and the def2-TZVPD basis

Values from the calculation:
Kohn-Sham gap ... 9.751 eV
Calculated total energy ... -19238.3367 eV
Energy above the lowest of the compared OMol25 structures with the same formula, charge and spin ... 256.1 kJ/mol
E_LUMO ... 0.027 Ha

```
! RIJCOSX wB97M-V def2-TZVPD def2/J DEFGRID3
* xyz 0 1
C 0.5410 1.5190 1.0667
C -1.4766 0.1032 0.6544
C 0.2917 -2.0403 -1.0298
C -0.1185 0.5885 0.0521
O 2.1500 -0.2121 -0.9022
O -0.3431 1.1400 -1.1946
S 1.1641 -0.7952 0.0083
H 1.6189 1.3699 1.1536
H 0.1468 1.4611 1.9929
H 0.4455 2.4496 0.7379
H -1.8058 -0.7775 0.3119
H -2.2135 0.7545 0.4773
H -1.3638 -0.1106 1.6584
H 0.9981 -2.3909 -1.6918
H -0.5946 -1.4197 -1.4433
H 0.0097 -2.8624 -0.3409
H 0.5502 1.2229 -1.5108
*
```


Entry 3:
Formula: C3H6OS
Source: the OMol25 dataset
Level of theory: the ωB97M-V functional and the def2-TZVPD basis

Values from the calculation:
Kohn-Sham gap ... 10.106 eV
Calculated total energy ... -16089.9097 eV
Energy above the lowest of the compared OMol25 structures with the same formula, charge and spin ... 104.3 kJ/mol
E_LUMO ... 0.028 Ha
SMILES ... O=CCCS

```
! RIJCOSX wB97M-V def2-TZVPD def2/J DEFGRID3
* xyz 0 1
O 2.5584 -0.5466 0.7817
C 1.8860 0.3488 0.3171
C 0.4800 0.5203 0.8582
C -0.2654 -0.0347 -0.4463
S -2.0940 -0.1329 -0.5336
H 2.3232 1.0994 -0.3091
H 0.2216 1.5820 1.0861
H 0.4268 -0.0937 1.7571
H 0.1408 0.5825 -1.2597
H 0.1415 -1.0866 -0.5418
H -2.1704 -0.2355 -1.8613
*
```


Entry 4:
Formula: C3H9OP
Source: the OMol25 dataset
Level of theory: the ωB97M-V functional and the def2-TZVPD basis

Values from the calculation:
Kohn-Sham gap (spin up / spin down) ... 8.443 / 8.386 eV
Calculated total energy ... -14588.2167 eV
Energy above the lowest of the compared OMol25 structures with the same formula, charge and spin ... 518.2 kJ/mol
E_LUMO (spin up / spin down) ... 0.030 / 0.017 Ha

```
! RIJCOSX wB97M-V def2-TZVPD def2/J DEFGRID3
* xyz 0 1
C -0.1170 0.6037 0.7886
C -1.5003 0.4451 -1.5149
C 0.9244 -0.4195 0.5533
O -0.6490 1.0217 -2.4667
P 1.8410 -0.9160 2.2369
H 0.0102 1.6746 0.4301
H -0.9959 0.3281 1.3082
H -1.7326 -0.6304 -1.6288
H -2.3136 1.0656 -1.4106
H 0.5274 -1.2558 0.0641
H 1.8162 -0.0093 0.0656
H -0.9296 1.8659 -2.7811
H 2.4718 -2.1954 1.7339
H 0.6470 -1.5782 2.6213
*
```


Entry 5:
Formula: CH2Li2O3
Source: the OMol25 dataset
Level of theory: the ωB97M-V functional and the def2-TZVPD basis

Values from the calculation:
Kohn-Sham gap ... 6.628 eV
Calculated total energy ... -7624.2957 eV
Energy above the lowest of the compared OMol25 structures with the same formula, charge and spin ... 0.0 kJ/mol
E_LUMO ... -0.041 Ha

```
! RIJCOSX wB97M-V def2-TZVPD def2/J DEFGRID3
* xyz 0 1
O 1.7796 -1.4147 1.8797
C -0.5263 0.6250 -1.4017
O -1.5037 1.0875 -2.0152
O -0.5072 0.4258 -0.1473
H 1.7401 -1.9032 2.7003
Li -2.2342 1.0130 -0.0205
Li 0.8238 -0.2899 0.9572
H 0.4278 0.4565 -1.9525
*
```


Entry 6:
Formula: C3H3NO
Source: the OMol25 dataset
Level of theory: the ωB97M-V functional and the def2-TZVPD basis

Values from the calculation:
Kohn-Sham gap ... 8.309 eV
Calculated total energy ... -6692.5831 eV
Energy above the lowest of the compared OMol25 structures with the same formula, charge and spin ... 377.1 kJ/mol
E_LUMO ... 0.000 Ha

```
! RIJCOSX wB97M-V def2-TZVPD def2/J DEFGRID3
* xyz 0 1
O -0.6784 -0.6752 1.2506
C 0.3790 -0.8289 0.5978
C 0.7096 0.0211 -0.4476
N 0.0982 1.4268 -0.4405
C -0.9730 0.9087 -0.2165
H 1.0863 -1.6312 0.8555
H 1.4194 -0.1159 -1.2547
H -2.0412 0.8947 -0.3446
*
```


Entry 7:
Formula: CH6S3
Source: the OMol25 dataset
Level of theory: the ωB97M-V functional and the def2-TZVPD basis

Values from the calculation:
Kohn-Sham gap ... 9.238 eV
Calculated total energy ... -33639.1358 eV
Energy above the lowest of the compared OMol25 structures with the same formula, charge and spin ... 73.3 kJ/mol
E_LUMO ... 0.006 Ha
SMILES ... CSS.S

```
! RIJCOSX wB97M-V def2-TZVPD def2/J DEFGRID3
* xyz 0 1
S -1.8926 -3.8045 -0.1409
H -2.5996 -2.6496 -0.1867
H -0.8810 -3.2950 -0.8460
C -0.7013 0.7183 -0.4288
S 1.0594 0.9829 -0.5032
S 1.4587 2.5583 0.9062
H -1.2247 1.5792 -0.7897
H -1.1381 -0.2361 -0.7741
H -0.9559 0.9657 0.6872
H 0.9999 3.5377 0.2896
*
```


Entry 8:
Formula: C4H15N2O2
Source: the OMol25 dataset
Level of theory: the ωB97M-V functional and the def2-TZVPD basis

Values from the calculation:
Kohn-Sham gap ... 9.529 eV
Calculated total energy ... -11459.7837 eV
Energy above the lowest of the compared OMol25 structures with the same formula, charge and spin ... 142.2 kJ/mol
E_LUMO ... -0.119 Ha

```
! RIJCOSX wB97M-V def2-TZVPD def2/J DEFGRID3
* xyz 1 1
N -2.0064 0.0478 -0.8135
C -0.6236 -0.1665 -0.2549
C -0.8481 -1.0390 0.9537
O -1.8980 -0.4536 1.7314
C 0.3692 -0.7460 -1.2506
N 1.6836 -0.7187 -0.6357
C 2.4490 0.4903 -0.9452
H -2.1250 0.7437 -1.5471
H -2.5623 0.2524 0.0358
H -2.3661 -0.8312 -1.2006
H -0.3049 0.8245 0.0595
H 0.0621 -1.2384 1.5111
H -1.2314 -2.0303 0.6856
H -1.5043 0.1264 2.3993
H 0.1534 -1.8043 -1.4529
H 0.3165 -0.2812 -2.2445
H 2.2016 -1.5693 -0.7786
H 1.8222 1.3690 -0.7668
H 2.6530 0.5903 -2.0219
H 3.3713 0.4847 -0.3760
H 0.8807 1.8463 1.9539
H -0.5392 2.4196 2.5634
O 0.0464 1.6836 2.3944
*
```


no.,strongest force on any atom (eV Å⁻¹)
1,3.6
2,4.5
3,3.4
4,3.1
5,1.7
6,1.7
7,4.0
8,1.7